1.
Here is a structure of composition C18H40NO5P3Re in a non-equilibrium geometry from the Open Molecules 2025 dataset. Energies are from ωB97M-V/def2-TZVPD.

Results
- Molar mass: 629.649 g/mol
- 2S+1: 2
- HOMO (alpha / beta): -13.3 / -13.3 eV
- ⟨S²⟩: 0.75
- Energy above the lowest of the compared OMol25 structures with the same formula, charge and spin: 0.0 kJ/mol
- Charge: +2

Atoms and positions in Å:
Re (0.6872, 0.4042, -0.0260)
O (-1.4084, 0.9448, 0.1441)
C (-1.7848, 1.4160, 1.4742)
C (-1.0421, 0.5193, 2.4252)
N (0.4313, 0.5208, 2.1519)
C (1.1095, 1.7657, 2.5763)
C (1.0258, 2.8336, 1.4831)
O (1.0501, 3.9991, 1.6763)
O (0.9455, 2.2887, 0.2216)
C (1.0140, -0.7264, 2.6914)
C (0.7223, -1.8754, 1.7290)
O (0.6794, -3.0196, 2.0004)
O (0.5747, -1.4177, 0.4186)
H (-1.7298, 1.5636, -0.5271)
H (-2.8589, 1.2896, 1.5993)
H (-1.5339, 2.4741, 1.5665)
H (-1.4023, -0.4997, 2.2598)
H (-1.2321, 0.8004, 3.4632)
H (2.1702, 1.5459, 2.7144)
H (0.7207, 2.1628, 3.5140)
H (0.6468, -0.9738, 3.6877)
H (2.0985, -0.6216, 2.7377)
C (-0.3314, 1.1364, -3.4625)
P (0.7456, 0.1056, -2.4415)
C (0.4131, -1.6212, -2.8897)
C (2.4479, 0.4300, -3.0132)
C (3.4112, -0.2921, -2.0720)
P (3.0931, 0.2372, -0.3527)
C (3.9008, 1.8463, -0.1862)
C (4.0263, -0.9150, 0.6844)
H (-0.1297, 0.9491, -4.5182)
H (-0.1505, 2.1912, -3.2520)
H (-1.3780, 0.9004, -3.2628)
H (0.9176, -1.8590, -3.8270)
H (-0.6593, -1.7629, -3.0229)
H (0.7477, -2.2992, -2.1059)
H (2.6124, 1.5108, -2.9996)
H (2.5664, 0.0970, -4.0457)
H (4.4556, -0.0960, -2.3213)
H (3.2658, -1.3754, -2.1169)
H (4.9356, 1.7651, -0.5218)
H (3.9023, 2.1673, 0.8561)
H (3.3832, 2.6006, -0.7767)
H (4.9882, -1.1170, 0.2097)
H (3.4952, -1.8610, 0.7958)
H (4.2223, -0.4833, 1.6662)
C (-4.7416, -1.8842, -2.3642)
C (-3.5690, -1.2430, -1.6270)
P (-3.0212, -2.0128, -0.0294)
C (-2.9347, -3.7907, -0.5072)
C (-2.3599, -4.7003, 0.5772)
C (-4.5942, -1.9198, 0.9351)
C (-4.3855, -2.1519, 2.4328)
H (-5.0053, -1.3074, -3.2511)
H (-5.6287, -1.9345, -1.7333)
H (-4.5049, -2.8965, -2.6889)
H (-3.8066, -0.1989, -1.3887)
H (-2.6905, -1.2112, -2.2828)
H (-2.3038, -3.8376, -1.4021)
H (-3.9244, -4.1389, -0.8096)
H (-1.3777, -4.3598, 0.9096)
H (-2.2542, -5.7186, 0.2038)
H (-3.0132, -4.7477, 1.4482)
H (-5.3253, -2.6245, 0.5339)
H (-5.0111, -0.9201, 0.7756)
H (-3.8027, -3.0509, 2.6327)
H (-5.3374, -2.2563, 2.9523)
H (-3.8565, -1.3113, 2.8912)


2.
Here is a cluster of 2 separate species, H4N2O2S in total in a non-equilibrium geometry from the Open Molecules 2025 dataset. Energies are from ωB97M-V/def2-TZVPD.

Results
- Molar mass: 96.111 g/mol
- 2S+1: 1
- HOMO (alpha / beta): -9.7 / -9.7 eV
- Energy above the lowest of the compared OMol25 structures with the same formula, charge and spin: 422.7 kJ/mol
- Charge: 0

Atoms and positions in Å:
N (0.2281, -0.8078, -0.0986)
N (-1.2688, 0.0058, 0.7907)
O (1.4981, 1.4717, -0.3206)
O (2.6400, -0.7054, -0.0502)
S (1.2978, 0.1449, 0.5584)
H (-1.7675, -0.7961, 0.5748)
H (-1.3731, 0.5055, -0.0533)
H (2.2534, 2.0507, -0.4015)
H (2.1436, -1.3590, -0.5120)


3.
Here is a cluster of 2 separate species, C2H3FN2O in total in a non-equilibrium geometry from the Open Molecules 2025 dataset. Energies are from ωB97M-V/def2-TZVPD.

Results
- Molar mass: 90.057 g/mol
- 2S+1: 1
- HOMO (alpha / beta): -12.0 / -9.5 eV
- Energy above the lowest of the compared OMol25 structures with the same formula, charge and spin: 480.1 kJ/mol
- Charge: 0

Atoms and positions in Å:
C (-0.6152, 0.9856, 0.2636)
C (0.3394, -0.5532, -0.8998)
N (-0.8794, 0.2292, -0.7559)
N (0.5934, 0.8601, 0.8575)
O (1.2273, -0.0628, 0.0745)
F (-0.1996, -0.9449, 2.3839)
H (-1.2428, 1.5738, 0.7147)
H (0.0221, -1.6306, -0.6339)
H (0.7548, -0.4572, -2.0046)


4.
Here is the ion C5H13N2 with charge +1 from the Open Molecules 2025 dataset. Energies are from ωB97M-V/def2-TZVPD.

Results
- Molar mass: 101.173 g/mol
- 2S+1: 1
- HOMO: -14.7 eV
- Energy above the lowest of the compared OMol25 structures with the same formula, charge and spin: 117.5 kJ/mol
- Charge: +1

Atoms and positions in Å:
C (-0.6371, 0.4554, 0.5409)
C (1.8914, 0.6692, 0.7863)
C (0.9496, -0.8815, -0.9828)
C (-1.8258, 0.8733, -0.2835)
C (0.7570, 0.4067, -0.1917)
N (-1.0058, -0.7597, 1.2516)
N (-2.8746, 0.1631, -0.1294)
H (-0.5466, 1.2830, 1.2636)
H (1.9485, -0.0934, 1.5591)
H (1.7744, 1.6433, 1.2595)
H (2.8326, 0.6772, 0.2434)
H (0.0642, -1.1281, -1.5663)
H (1.2070, -1.7187, -0.3386)
H (1.7755, -0.7430, -1.6758)
H (-1.7832, 1.7307, -0.9390)
H (0.7386, 1.2403, -0.9053)
H (-0.6660, -1.5796, 0.7582)
H (-3.7771, 0.3294, -0.5611)
H (-2.7077, -0.6014, 0.5679)
H (-0.6185, -0.7914, 2.1867)


5.
Here is the molecule C4H10N4 in a non-equilibrium geometry from the Open Molecules 2025 dataset. Energies are from ωB97M-V/def2-TZVPD.

Results
- Molar mass: 114.152 g/mol
- 2S+1: 1
- HOMO (alpha / beta): -5.5 / -6.3 eV
- Energy above the lowest of the compared OMol25 structures with the same formula, charge and spin: 422.7 kJ/mol
- Charge: 0

Atoms and positions in Å:
C (0.9044, -0.8629, -1.0772)
C (-1.8116, 1.4041, -0.0138)
C (0.3045, 0.5318, -0.9557)
C (0.4043, -1.3651, 0.2300)
N (1.0882, 1.5034, -0.2801)
N (1.0902, -2.0125, 1.2014)
N (-1.0312, 0.2829, -0.5014)
N (-0.7998, -0.8095, 0.5867)
H (0.7786, 1.8015, 0.6422)
H (1.3328, 2.3108, -0.8345)
H (1.9819, -2.4230, 0.9796)
H (0.9659, -1.7385, 2.1682)
H (-1.5902, -1.4609, 0.6356)
H (0.4792, -1.4127, -1.9242)
H (1.9917, -0.8459, -1.1314)
H (-1.3839, 1.8927, 0.8706)
H (-1.8817, 2.1367, -0.8189)
H (-2.8230, 1.0670, 0.2230)


6.
Here is a cluster of 2 separate species, C6H14NO in total in a non-equilibrium geometry from the Open Molecules 2025 dataset. Energies are from ωB97M-V/def2-TZVPD.

Results
- Molar mass: 116.184 g/mol
- 2S+1: 1
- HOMO: -12.0 eV
- Energy above the lowest of the compared OMol25 structures with the same formula, charge and spin: 428.0 kJ/mol
- Charge: +1

Atoms and positions in Å:
C (-4.0904, -0.3112, -0.7909)
C (-3.5358, 0.4642, 0.4431)
C (-2.0559, 0.8518, 0.2301)
C (1.4478, -0.6659, 0.4475)
O (2.4442, 0.1996, 1.1128)
C (0.1968, -0.0606, -0.0246)
C (-0.9850, 0.0008, 0.6652)
N (5.1482, -0.2581, -1.5755)
H (-5.2112, -0.6334, -0.5652)
H (-3.9763, 0.3333, -1.6854)
H (-4.1359, 1.2582, 0.8225)
H (-3.5827, -0.2087, 1.2768)
H (-1.7931, 1.8125, -0.2555)
H (5.4295, 0.7194, -1.4258)
H (1.9000, -1.1991, -0.3899)
H (1.3472, -1.5705, 1.1867)
H (1.9857, 1.0353, 1.1739)
H (0.1059, 0.1889, -1.0941)
H (-1.1596, -0.7278, 1.4597)
H (-3.2794, -0.9692, -1.0718)
H (5.6189, -0.6774, -2.3830)
H (5.2951, -0.8261, -0.7457)